Record 1
DFT (ωB97M-V/def2-TZVPD) results for a structure of composition C36H42AsCl3NP2PdSi3Te.

The geometry in ORCA input format:
```
! wB97M-V def2-TZVPD RIJCOSX def2/J DEFGRID3
* xyz -1 1
Pd 0.024 -0.658 -0.294
Te -3.171 -3.204 2.733
C -4.825 -2.040 3.446
C -4.760 -1.437 4.698
C -5.825 -0.662 5.136
N -6.932 -0.455 4.425
C -6.998 -1.054 3.236
C -5.991 -1.853 2.714
C -2.121 -1.878 1.546
P -0.773 -0.814 1.943
C -0.080 -1.166 3.601
C -0.857 -1.012 4.749
C -0.325 -1.278 6.000
C 0.998 -1.688 6.120
C 1.787 -1.813 4.988
C 1.248 -1.550 3.733
C -1.429 0.873 2.263
C -2.767 1.087 2.573
C -3.247 2.375 2.767
C -2.394 3.461 2.630
C -1.059 3.256 2.305
C -0.578 1.968 2.124
P -2.075 -1.823 -0.201
C -2.128 -3.564 -0.798
C -3.137 -4.107 -1.586
C -3.136 -5.461 -1.902
C -2.131 -6.291 -1.432
C -1.124 -5.761 -0.635
C -1.130 -4.412 -0.322
C -3.562 -1.137 -0.994
C -4.586 -0.581 -0.246
C -5.686 -0.007 -0.874
C -5.766 0.004 -2.258
C -4.736 -0.546 -3.015
C -3.636 -1.101 -2.386
H -3.885 -1.559 5.324
H -5.785 -0.179 6.107
H -7.909 -0.888 2.669
H -6.123 -2.323 1.748
H -1.880 -0.665 4.660
H -0.938 -1.158 6.885
H 1.416 -1.892 7.098
H 2.826 -2.105 5.076
H 1.869 -1.606 2.850
H -3.438 0.239 2.649
H -4.292 2.528 3.010
H -2.772 4.468 2.759
H -0.396 4.101 2.167
H 0.457 1.808 1.841
H -3.939 -3.480 -1.951
H -3.934 -5.868 -2.511
H -2.135 -7.346 -1.677
H -0.335 -6.398 -0.254
H -0.358 -4.007 0.318
H -4.498 -0.563 0.831
H -6.473 0.440 -0.278
H -6.619 0.455 -2.749
H -4.780 -0.514 -4.096
H -2.812 -1.489 -2.977
C 5.465 0.384 -1.242
Si 3.710 0.631 -1.888
C 3.450 -0.319 -3.493
C 3.712 2.449 -2.360
As 2.359 -0.001 -0.026
Si 2.561 -2.306 -0.502
C 4.357 -2.826 -0.803
C 1.590 -2.867 -2.025
C 2.157 -3.416 0.968
H 6.178 0.549 -2.057
H 5.657 -0.596 -0.811
H 5.660 1.136 -0.474
H 3.879 0.248 -4.324
H 2.385 -0.441 -3.692
H 3.916 -1.305 -3.487
H 4.662 2.649 -2.869
H 3.648 3.098 -1.487
H 2.900 2.706 -3.038
H 4.791 -2.393 -1.702
H 4.379 -3.915 -0.922
H 4.989 -2.574 0.051
H 2.300 -3.111 -2.821
H 0.916 -2.098 -2.406
H 1.002 -3.764 -1.821
H 2.900 -3.236 1.749
H 2.269 -4.457 0.646
H 1.171 -3.291 1.414
Cl -0.016 0.940 -3.857
Si -0.247 1.080 -1.766
Cl -2.232 1.770 -1.546
Cl 0.674 2.913 -1.336
*
```

Energy relative to the best compared isomer or geometry (same formula, charge and spin) in kJ/mol: 0.0
LUMO in eV: 2.13
E in hartree: -7015.551275
Largest force on an atom in Eh/bohr: 0.0109
Highest occupied orbital energy in eV: -4.434

Mulliken population analysis, charges in e, atoms 1 to 4:
1 Pd 0.193
2 Te 0.171
3 C 0.125
4 C -0.252

Record 2
DFT (ωB97M-V/def2-TZVPD) results for a structure of composition C30H41GaN7O7PS3.

The geometry in ORCA input format:
```
! wB97M-V def2-TZVPD RIJCOSX def2/J DEFGRID3
* xyz 0 1
Ga 0.212 0.321 1.038
C 6.744 0.674 3.015
C 5.270 0.510 3.228
C 4.384 1.005 2.113
C 2.878 0.745 2.357
C 2.439 0.185 3.664
C 3.317 -0.200 4.584
C 4.757 -0.003 4.354
S 0.754 -0.355 3.638
O 0.369 -0.759 4.960
O 0.674 -1.378 2.570
N -0.132 0.765 2.936
C -0.102 2.184 3.236
C -0.191 2.946 1.897
O -0.533 4.108 1.889
O 0.122 2.242 0.841
H 7.088 0.026 2.203
H 7.310 0.429 3.913
H 6.974 1.700 2.717
H 4.632 2.045 1.889
H 2.273 1.598 2.049
H 2.984 -0.704 5.483
H 5.431 -0.314 5.145
H 0.816 2.493 3.747
H -0.945 2.492 3.852
N 4.903 -2.921 -6.139
C 4.241 -1.937 -5.429
C 2.891 -2.092 -5.093
C 2.214 -1.087 -4.432
C 2.879 0.084 -4.088
C 4.218 0.249 -4.405
C 4.896 -0.754 -5.073
S 1.998 1.374 -3.268
O 2.923 2.454 -3.040
O 0.791 1.610 -4.006
N 1.524 0.690 -1.864
C 2.335 0.460 -0.883
S 4.072 0.935 -0.774
C 4.307 0.114 0.827
C 2.899 -0.336 1.248
N 1.892 -0.135 0.241
H 4.492 -3.836 -6.168
H 5.906 -2.896 -6.153
H 2.376 -3.006 -5.368
H 1.167 -1.197 -4.179
H 4.715 1.169 -4.125
H 5.942 -0.627 -5.328
H 5.066 -0.661 0.736
H 2.858 -1.350 1.635
O -1.207 -0.270 0.023
P -2.722 -0.377 -0.056
N -3.490 -0.303 1.401
C -3.528 1.035 2.056
C -3.651 0.734 3.564
C -3.815 -0.791 3.662
C -3.085 -1.298 2.430
N -3.233 0.817 -1.030
C -4.680 0.961 -1.311
C -4.829 2.422 -1.755
C -3.646 3.130 -1.089
C -2.531 2.108 -1.241
N -3.087 -1.855 -0.647
C -4.378 -2.542 -0.480
C -4.820 -2.841 -1.909
C -3.496 -3.155 -2.615
C -2.457 -2.250 -1.933
H -4.375 1.603 1.672
H -2.617 1.606 1.860
H -4.495 1.260 4.006
H -2.742 1.045 4.078
H -4.869 -1.067 3.604
H -3.394 -1.198 4.581
H -3.372 -2.304 2.127
H -2.005 -1.280 2.599
H -5.271 0.756 -0.412
H -4.997 0.268 -2.091
H -5.799 2.833 -1.479
H -4.725 2.487 -2.840
H -3.851 3.309 -0.030
H -3.397 4.081 -1.556
H -1.704 2.242 -0.551
H -2.120 2.131 -2.253
H -5.077 -1.931 0.088
H -4.223 -3.481 0.062
H -5.295 -1.963 -2.350
H -5.525 -3.670 -1.952
H -3.538 -2.976 -3.688
H -3.237 -4.203 -2.457
H -2.227 -1.364 -2.528
H -1.519 -2.773 -1.749
*
```

Energy relative to the best compared isomer or geometry (same formula, charge and spin) in kJ/mol: 64.6
LUMO in eV: 0.07
E in hartree: -5538.624698
Largest force on an atom in Eh/bohr: 0.0133
Highest occupied orbital energy in eV: -7.978

Mulliken population analysis, charges in e, atoms 1 to 4:
1 Ga -1.602
2 C -1.607
3 C 0.142
4 C -0.380

Record 3
DFT (ωB97M-V/def2-TZVPD) results for a cluster of 2 separate species, C4H8O2S2 in total at a distorted geometry.

The geometry in ORCA input format:
```
! wB97M-V def2-TZVPD RIJCOSX def2/J DEFGRID3
* xyz 0 1
C 0.051 0.561 0.874
C 0.984 0.790 -0.370
C -0.196 0.060 -1.123
C -0.526 -0.646 0.168
H 0.207 -0.811 2.687
H -0.859 1.325 0.565
H 1.324 1.798 -0.545
H 2.905 0.271 0.851
H 0.066 -0.611 -1.924
H -1.956 0.578 -1.583
H 0.134 -1.497 0.240
H -1.939 -2.356 -0.295
O 0.737 0.778 2.100
O -1.164 1.051 -1.463
S 2.510 -0.156 -0.377
S -2.278 -1.135 0.196
*
```

Energy relative to the best compared isomer or geometry (same formula, charge and spin) in kJ/mol: 670.8
LUMO in eV: -2.09
E in hartree: -1103.833502
Largest force on an atom in Eh/bohr: 0.1235
Highest occupied orbital energy in eV: -9.063

Mulliken population analysis, charges in e, atoms 1 to 4:
1 C 0.254
2 C -0.293
3 C -0.322
4 C -0.619

Record 4
DFT (ωB97M-V/def2-TZVPD) results for an isolated molecule of C4H8N4O at a distorted geometry.

The geometry in ORCA input format:
```
! wB97M-V def2-TZVPD RIJCOSX def2/J DEFGRID3
* xyz 0 1
C -1.297 -2.054 0.844
C -1.094 -0.808 0.017
C 0.369 2.088 -0.513
C 1.338 -0.632 0.789
H -0.416 -2.743 0.662
H -2.247 -2.571 0.593
H -1.169 -1.838 1.944
H -1.677 0.409 -1.290
H 0.503 0.462 -1.816
H 0.256 2.231 0.638
H 2.113 0.130 0.510
H 2.315 -1.605 2.091
N -1.952 -0.424 -0.828
N 0.210 -0.196 0.089
N 0.399 0.758 -0.858
N 1.409 -1.609 1.595
O 0.494 3.033 -1.268
*
```

SMILES: [H]/N=C(/C)N(/C=N/[H])NC=O
Energy relative to the best compared isomer or geometry (same formula, charge and spin) in kJ/mol: 217.2
LUMO in eV: 0.69
E in hartree: -451.435519
Largest force on an atom in Eh/bohr: 0.0333
Highest occupied orbital energy in eV: -9.828

Mulliken population analysis, charges in e, atoms 1 to 4:
1 C -0.993
2 C 0.593
3 C 0.198
4 C 0.092

| no. | HOMO-LUMO gap (eV) |
| --- | --- |
| 1 | 6.6 |
| 2 | 8.1 |
| 3 | 7.0 |
| 4 | 10.5 |